A cluster of 3 separate species, C4H17N2O2 in total. Source: OMol25; level of theory: ωB97M-V/def2-TZVPD.

Last column: Mulliken charge in e.
CARTESIAN COORDINATES (ANGSTROEM)
O: 1.8849 2.2518 -1.1058  -0.6422
O: -0.1540 2.7696 -2.6704  -0.6375
N: -1.8326 -0.0732 -0.0274  -0.4999
N: 1.6534 -0.0338 0.1555  -0.2090
C: -0.4599 -2.0718 0.5040  -0.4481
C: 0.2747 -1.2980 1.6394  -0.5771
C: 0.5475 0.0814 1.2192  -0.7080
C: -1.8589 -1.4954 0.3056  -0.6295
H: -0.3939 0.6700 0.9611  0.3663
H: -0.8680 2.9063 -2.1941  0.2832
H: -2.6474 0.4115 0.1481  0.2150
H: 0.0709 -2.2946 -0.4585  0.3164
H: -0.1704 1.9942 -3.1504  0.3080
H: 2.6268 2.8407 -1.1039  0.2939
H: -0.4170 -3.1041 1.0324  0.2678
H: -2.2701 -1.4104 1.4478  0.2864
H: 1.2234 2.6374 -1.7340  0.3884
H: -2.5544 -2.0537 -0.3027  0.3941
H: 0.9596 0.5770 2.0805  0.4560
H: 2.2873 -0.6870 0.4750  0.3170
H: 1.1395 -1.9295 1.8827  0.2915
H: 1.0699 -0.3367 -0.7575  0.3594
H: 2.1179 0.9475 0.1625  0.3851
H: -0.5543 -1.2490 2.5456  0.2663
H: -1.6751 -0.0502 -1.0548  0.1566

Computed properties:
Energy above the lowest of the compared OMol25 structures with the same formula, charge and spin ... 309.31 kJ/mol
Total charge ... +1
HOMO level ... -0.4783 Ha